Formula: H6O3Rb
Source: the OMol25 dataset
Level of theory: ωB97M-V/def2-TZVPD

```
10
Properties=species:S:1:pos:R:3:forces:R:3:lowdin_charge:R:1
Rb 18.6500 19.0919 24.7829 -0.742 -1.196 -6.650 1.57
O 19.6863 20.9274 25.1786 2.187 4.451 1.082 -0.34
H 20.3502 21.0128 24.4943 0.544 0.306 -0.214 0.05
H 19.4579 21.8289 25.4051 0.176 0.612 0.258 0.07
O 19.0358 18.2627 26.7565 0.502 -1.702 3.916 -0.30
H 18.6571 17.7670 27.4825 0.187 -0.306 0.570 0.08
H 19.6366 18.8795 27.1745 0.428 0.213 0.446 0.06
O 16.7928 17.8177 25.1934 -2.476 -1.522 0.502 -0.25
H 16.9316 17.5479 26.1012 -0.428 -0.248 0.277 0.03
H 17.1095 17.0798 24.6726 -0.379 -0.608 -0.186 0.04
```
Forces are in eV/Å.

Results
DFT total energy: -253.1029 Eh
Frontier orbital gap: 0.4389 hartree
Energy above the lowest of the compared OMol25 structures with the same formula, charge and spin: 3.604 eV
Total charge: +1
LUMO: -3.688 eV
Max |F|: 6.8 eV/A